{"formula": "C32H29N4O2S3SiSr", "method": "wB97M-V/def2-TZVPD", "de_lowest_kcal_mol": 18.9, "e_homo_ev": -4.69, "total_charge": -1, "lumo_ev": 2.44, "gap_ev": 7.124, "elements": ["H", "H", "H", "H", "C", "C", "C", "C", "C", "C", "Si", "H", "H", "N", "C", "H", "H", "H", "H", "C", "H", "C", "C", "H", "C", "H", "C", "S", "C", "C", "H", "C", "O", "Sr", "H", "H", "S", "H", "N", "H", "H", "H", "H", "C", "H", "H", "C", "C", "C", "N", "C", "C", "N", "C", "C", "C", "C", "C", "H", "H", "C", "C", "C", "C", "H", "O", "C", "H", "C", "S", "H", "H"], "coordinates": [[-2.449491, 1.060615, 6.321529], [-0.475632, 2.185276, -1.757030], [-1.227868, -3.906579, -0.922639], [1.982456, 2.967549, 5.603485], [4.769801, -0.097916, 0.789681], [-1.383519, 0.946966, 6.535175], [5.869009, 0.395596, 0.154299], [3.747871, 1.378501, -0.601486], [0.164510, -1.490300, -5.445456], [-1.633898, 3.816056, 2.037206], [-0.401169, 2.313640, 5.712098], [4.867473, -0.858279, 1.556552], [-3.140789, 1.447947, -4.116759], [1.458159, 1.806256, -1.212034], [-0.526677, -7.220196, -1.131595], [-1.071034, -0.034200, 6.182543], [-2.611103, 0.961652, -1.741271], [2.097344, -3.326683, -3.349531], [1.714652, -2.910543, -5.738424], [0.853143, -7.159166, -0.989232], [-1.485416, 2.851997, 0.140243], [2.753295, 2.159024, -1.331057], [-0.790331, 2.502197, 3.882524], [4.161992, 3.528801, -2.203834], [0.591713, -1.976004, -2.678098], [0.029245, 4.118858, -3.196581], [-0.410171, -1.030237, -3.108775], [5.442273, 1.571520, -1.010271], [1.325305, -2.630353, -3.646751], [-0.494432, 1.467629, 2.943079], [-2.357169, -6.101387, -1.225608], [1.106783, -2.379183, -5.015696], [2.880754, -3.407840, -1.004255], [0.886721, -0.273236, 0.561354], [-1.598228, 4.475629, 4.075963], [-1.014447, -8.177889, -1.264699], [0.212593, -0.023779, 3.462109], [2.558209, -5.859918, -0.731189], [-0.744100, 1.630940, 1.619959], [1.819232, 1.209535, 5.593659], [-2.000741, 4.120656, 6.419100], [1.441946, -8.067529, -1.012104], [0.004809, -1.299356, -6.499655], [-0.934547, 3.919627, 6.551275], [2.445839, 4.808479, -3.434031], [-1.803469, 0.321531, -5.899724], [-1.281932, -6.055049, -1.109032], [2.159137, 3.967996, -2.813287], [1.432568, 2.127189, 6.034545], [0.669916, -2.132021, -1.314148], [0.826936, 3.596732, -2.686461], [-0.658900, -4.827631, -0.938479], [-1.127901, -0.381427, -2.150795], [0.720485, -4.776414, -0.795782], [-2.360102, 0.737606, -3.878078], [-1.358711, 3.664058, 3.397121], [-0.617559, -0.799255, -4.488228], [0.545953, 2.516926, -1.872583], [-1.249784, 0.998544, 7.619836], [6.903448, 0.123082, 0.302418], [1.483375, -5.934187, -0.825293], [-1.300087, 2.772714, 1.206060], [-1.626483, 0.119364, -4.849280], [3.118450, 3.252976, -2.133108], [-2.080009, 4.716505, 1.637467], [1.336037, -2.806039, 0.831498], [-2.064119, 0.450458, -2.531654], [1.623893, 2.114022, 7.111554], [3.501986, 0.447764, 0.383773], [1.522931, -3.203461, -0.563091], [-0.745245, 3.844070, 7.625506], [-0.377375, 4.783374, 6.179875]], "atomic_forces_ev_per_a": [[0.0, 0.0, 0.0], [-0.1, 0.0, 0.0], [0.0, 0.0, 0.0], [0.0, 0.0, 0.0], [-0.1, 0.0, 0.2], [0.0, 0.0, 0.0], [-0.1, 0.0, 0.0], [-0.2, -0.2, 0.1], [0.0, 0.0, 0.0], [0.0, 0.0, 0.0], [0.1, 0.0, 0.0], [0.0, 0.0, 0.0], [0.0, 0.0, 0.0], [0.0, 0.0, 0.0], [0.0, 0.0, 0.0], [0.0, 0.0, 0.0], [0.0, -0.1, 0.0], [0.0, 0.0, 0.0], [0.0, 0.0, 0.0], [0.0, 0.0, 0.0], [0.0, 0.0, 0.0], [0.0, 0.0, 0.0], [0.0, 0.0, 0.0], [0.0, 0.0, 0.0], [-0.2, -0.1, 0.2], [0.0, 0.0, 0.0], [0.0, 0.1, 0.0], [0.2, 0.1, 0.0], [0.0, 0.0, 0.0], [0.0, 0.0, 0.0], [0.0, 0.0, 0.0], [0.0, 0.0, 0.0], [0.0, -0.1, -0.1], [0.1, 0.3, 0.0], [0.0, 0.0, 0.0], [0.0, 0.0, 0.0], [-0.1, 0.0, 0.0], [0.0, 0.0, 0.0], [0.0, 0.1, 0.1], [0.0, 0.0, 0.0], [0.0, 0.0, 0.0], [0.0, 0.0, 0.0], [0.0, 0.0, 0.0], [0.0, 0.0, 0.0], [0.0, 0.0, 0.0], [0.0, 0.0, 0.0], [0.0, 0.0, 0.0], [0.1, 0.0, 0.0], [0.0, 0.0, 0.0], [0.1, 0.2, -0.4], [0.0, 0.0, 0.0], [0.0, 0.0, 0.0], [0.0, 0.0, 0.0], [-0.1, 0.0, 0.1], [0.0, 0.0, 0.0], [0.0, 0.0, 0.0], [0.0, 0.0, 0.0], [0.0, 0.0, 0.0], [0.0, 0.0, 0.0], [0.0, 0.0, 0.0], [0.0, 0.0, 0.0], [0.0, 0.0, 0.0], [0.0, 0.0, 0.0], [0.0, 0.0, -0.1], [0.0, 0.0, 0.0], [0.3, -0.5, 0.2], [0.0, 0.0, 0.1], [0.0, 0.0, 0.0], [-0.1, 0.0, -0.3], [0.0, 0.2, 0.1], [0.0, 0.0, 0.0], [0.0, 0.0, 0.0]]}